{
  "formula": "C33H51O17Pt",
  "method": "ωB97M-V/def2-TZVPD",
  "symbols": ["Pt", "C", "O", "H", "H", "H", "O", "C", "O", "C", "C", "C", "H", "H", "H", "H", "H", "H", "O", "C", "O", "C", "C", "C", "H", "H", "H", "H", "H", "H", "O", "C", "O", "C", "C", "C", "H", "H", "H", "H", "H", "H", "O", "C", "O", "C", "C", "C", "H", "H", "H", "H", "H", "H", "O", "C", "O", "C", "C", "C", "H", "H", "H", "H", "H", "H", "O", "C", "O", "C", "C", "C", "H", "H", "H", "H", "H", "H", "O", "C", "O", "C", "C", "C", "H", "H", "H", "H", "H", "H", "O", "C", "O", "C", "C", "C", "H", "H", "H", "H", "H", "H"],
  "xyz": [[-3.956, -15.189, -22.038], [-1.721, -14.610, -24.702], [-2.287, -14.800, -23.432], [-0.651, -14.800, -24.783], [-2.216, -15.191, -25.481], [-1.822, -13.592, -25.078], [-1.629, -19.250, -24.063], [-1.052, -18.768, -25.082], [-1.553, -18.895, -26.339], [-0.785, -18.154, -27.246], [0.576, -18.141, -26.608], [0.216, -17.920, -25.194], [-1.209, -17.184, -27.503], [-0.672, -18.690, -28.188], [1.181, -17.317, -26.985], [1.091, -19.101, -26.645], [0.085, -16.894, -24.851], [1.043, -18.321, -24.607], [0.576, -11.376, -18.352], [0.415, -11.468, -19.570], [-0.022, -12.553, -20.147], [-0.321, -12.354, -21.527], [-0.208, -10.819, -21.738], [0.702, -10.432, -20.623], [-1.277, -12.785, -21.824], [0.472, -12.880, -22.059], [-1.083, -10.178, -21.630], [0.076, -10.541, -22.753], [0.611, -9.431, -20.199], [1.732, -10.452, -20.979], [-7.217, -15.843, -26.817], [-6.333, -16.687, -26.577], [-5.740, -16.810, -25.403], [-4.694, -17.727, -25.286], [-4.261, -17.868, -26.727], [-5.545, -17.575, -27.569], [-5.085, -18.652, -24.862], [-3.984, -17.313, -24.570], [-3.981, -18.912, -26.872], [-3.453, -17.177, -26.966], [-6.081, -18.471, -27.881], [-5.465, -17.034, -28.513], [4.147, -17.958, -26.719], [3.933, -16.857, -26.223], [3.209, -16.641, -25.134], [2.930, -15.280, -24.868], [3.695, -14.483, -25.953], [4.528, -15.573, -26.641], [3.305, -14.930, -23.906], [1.851, -15.136, -24.810], [4.306, -13.651, -25.602], [2.928, -14.065, -26.606], [5.475, -15.721, -26.121], [4.643, -15.522, -27.724], [-3.239, -14.971, -29.079], [-2.168, -14.396, -28.907], [-1.032, -15.027, -28.453], [0.053, -14.088, -28.147], [-0.408, -12.896, -29.005], [-1.897, -12.916, -29.024], [1.078, -14.339, -28.419], [0.052, -13.977, -27.063], [0.102, -13.020, -29.960], [-0.089, -11.957, -28.551], [-2.294, -12.561, -29.976], [-2.344, -12.397, -28.176], [4.233, -16.438, -21.649], [2.998, -16.504, -21.697], [2.132, -15.425, -21.787], [0.762, -15.771, -21.840], [0.709, -17.228, -21.523], [2.133, -17.771, -21.768], [0.418, -15.574, -22.855], [0.133, -15.148, -21.204], [0.052, -17.907, -22.067], [0.519, -17.350, -20.456], [2.220, -18.224, -22.756], [2.435, -18.435, -20.958], [-1.014, -7.339, -25.335], [-1.567, -8.411, -25.188], [-0.937, -9.609, -25.466], [-1.746, -10.739, -25.215], [-2.833, -10.195, -24.289], [-2.956, -8.699, -24.637], [-1.075, -11.427, -24.699], [-2.216, -11.159, -26.104], [-2.440, -10.350, -23.285], [-3.785, -10.702, -24.448], [-3.260, -8.058, -23.809], [-3.643, -8.410, -25.433], [-5.126, -14.376, -23.793], [-5.307, -13.572, -24.746], [-6.208, -12.499, -24.678], [-6.212, -11.848, -25.905], [-5.732, -12.836, -26.901], [-4.678, -13.604, -26.138], [-5.583, -10.959, -25.855], [-7.225, -11.474, -26.051], [-5.243, -12.429, -27.786], [-6.506, -13.529, -27.229], [-3.715, -13.095, -26.088], [-4.505, -14.602, -26.540]],
  "spin_multiplicity": 4,
  "orbital_gap_ha": [0.2882, 0.2750],
  "s_squared": 3.759
}


{
  "formula": "C33H52BrF5GeMoN2OSi4Te",
  "method": "ωB97M-V/def2-TZVPD",
  "symbols": ["Mo", "Br", "C", "C", "C", "C", "C", "C", "C", "C", "C", "C", "H", "H", "H", "H", "H", "H", "N", "C", "C", "N", "H", "H", "H", "H", "H", "H", "H", "H", "C", "Si", "C", "C", "Ge", "Si", "C", "C", "C", "Si", "C", "C", "C", "H", "H", "H", "H", "H", "H", "H", "H", "H", "H", "H", "H", "H", "H", "H", "H", "H", "H", "H", "H", "H", "H", "H", "H", "H", "H", "H", "F", "Te", "F", "F", "F", "F", "O", "C", "C", "C", "C", "C", "C", "Si", "C", "C", "C", "C", "C", "C", "H", "H", "H", "H", "H", "H", "H", "H", "H", "H", "H"],
  "xyz": [[-0.089, 0.683, 1.176], [-2.193, 2.083, -0.498], [-3.379, 0.615, -0.173], [-4.430, 0.462, -1.025], [-5.406, -0.516, -0.732], [-5.327, -1.223, 0.433], [-4.256, -1.028, 1.340], [-4.240, -1.669, 2.604], [-3.233, -1.411, 3.484], [-2.139, -0.612, 3.088], [-2.038, -0.020, 1.848], [-3.193, -0.147, 1.006], [-4.538, 1.104, -1.889], [-6.233, -0.665, -1.412], [-6.102, -1.933, 0.694], [-5.047, -2.344, 2.860], [-3.232, -1.872, 4.463], [-1.307, -0.539, 3.778], [-0.645, 2.264, 2.752], [0.405, 3.262, 3.055], [1.120, 3.572, 1.758], [1.589, 2.284, 1.216], [-1.442, 2.722, 2.312], [-1.020, 1.835, 3.594], [1.108, 2.809, 3.751], [-0.005, 4.158, 3.522], [1.931, 4.284, 1.920], [0.427, 4.010, 1.033], [2.345, 1.927, 1.798], [1.943, 2.362, 0.268], [1.293, 2.535, -5.101], [1.206, 2.613, -3.233], [2.896, 3.116, -2.541], [-0.108, 3.828, -2.694], [1.056, 0.384, -2.338], [2.937, -1.112, -2.725], [3.981, -0.645, -1.246], [2.618, -2.938, -2.789], [3.699, -0.505, -4.324], [-1.683, -0.499, -4.297], [-2.846, -1.809, -3.730], [-0.194, -1.112, -5.207], [-2.502, 0.979, -5.050], [1.515, 3.526, -5.507], [0.357, 2.200, -5.552], [2.086, 1.860, -5.428], [3.601, 3.272, -3.360], [3.344, 2.377, -1.872], [2.822, 4.056, -1.990], [0.107, 4.779, -3.191], [-0.100, 4.009, -1.618], [-1.112, 3.518, -2.984], [3.417, -0.746, -0.317], [4.391, 0.363, -1.312], [4.822, -1.344, -1.206], [2.088, -3.293, -1.910], [3.594, -3.432, -2.839], [2.049, -3.222, -3.675], [3.923, 0.563, -4.294], [3.036, -0.694, -5.172], [4.637, -1.031, -4.518], [-2.315, -2.717, -3.444], [-3.574, -2.060, -4.505], [-3.402, -1.446, -2.862], [0.294, -1.919, -4.660], [0.531, -0.323, -5.424], [-0.521, -1.513, -6.172], [-3.498, 1.128, -4.629], [-2.612, 0.871, -6.131], [-1.922, 1.885, -4.862], [-0.993, 0.101, -2.881], [-0.908, -2.142, -0.200], [0.781, -2.798, 0.191], [-1.424, -2.971, 1.426], [-0.048, -1.986, -1.989], [-1.539, -3.737, -0.971], [0.759, 0.483, -0.637], [0.802, -5.008, 4.422], [0.141, -3.929, 4.989], [0.320, -2.655, 4.472], [1.154, -2.423, 3.376], [1.824, -3.524, 2.834], [1.652, -4.800, 3.346], [1.483, -0.726, 2.637], [2.024, 0.439, 4.033], [1.218, 0.714, 5.144], [1.616, 1.604, 6.131], [2.838, 2.258, 6.027], [3.661, 1.997, 4.942], [3.260, 1.090, 3.967], [0.663, -6.004, 4.823], [-0.511, -4.078, 5.841], [-0.197, -1.838, 4.959], [2.494, -3.383, 1.995], [2.184, -5.634, 2.906], [2.736, -0.866, 1.835], [0.253, 0.231, 5.251], [0.975, 1.788, 6.984], [3.151, 2.952, 6.795], [4.625, 2.484, 4.863], [3.935, 0.873, 3.143]],
  "spin_multiplicity": 4,
  "orbital_gap_ha": [0.2630, 0.2534],
  "charge": 1,
  "s_squared": 3.794
}


{
  "formula": "C33H52ClF3N6O3SSbSn",
  "method": "ωB97M-V/def2-TZVPD",
  "symbols": ["Sn", "N", "N", "C", "O", "O", "H", "H", "H", "F", "C", "F", "F", "C", "C", "C", "C", "N", "C", "S", "H", "H", "H", "C", "C", "C", "Sb", "C", "C", "C", "C", "C", "C", "H", "H", "H", "H", "H", "H", "H", "H", "H", "H", "H", "H", "H", "H", "H", "H", "H", "H", "H", "H", "H", "C", "C", "C", "C", "C", "O", "C", "C", "C", "C", "C", "C", "Cl", "C", "C", "C", "N", "C", "N", "C", "N", "H", "H", "H", "H", "H", "H", "H", "H", "H", "H", "H", "H", "H", "H", "H", "H", "H", "H", "H", "H", "H", "H", "C", "H", "H", "H"],
  "xyz": [[1.812, 0.131, -0.959], [0.281, 0.286, 2.444], [-0.840, 1.060, 2.084], [-0.757, 2.054, 1.065], [-1.694, 2.869, 1.023], [0.251, 1.962, 0.289], [0.323, -0.514, 1.828], [1.119, 0.812, 2.231], [-1.369, 1.375, 2.877], [7.141, -3.497, 0.009], [6.129, -3.323, -0.887], [6.585, -3.842, -2.057], [5.133, -4.103, -0.475], [5.794, -1.864, -1.023], [6.849, -0.980, -0.873], [6.645, 0.389, -0.972], [5.351, 0.817, -1.197], [4.327, -0.016, -1.362], [4.495, -1.365, -1.320], [3.090, -2.295, -1.647], [7.839, -1.368, -0.670], [7.454, 1.097, -0.853], [5.104, 1.874, -1.256], [4.471, 5.125, -2.326], [3.916, 5.298, -0.912], [5.012, 5.095, 0.135], [2.322, 3.803, -0.568], [1.431, 4.795, 1.164], [1.607, 6.310, 1.229], [1.976, 4.147, 2.438], [1.025, 4.535, -2.173], [0.803, 6.047, -2.184], [-0.312, 3.795, -2.185], [5.312, 5.807, -2.512], [3.709, 5.322, -3.086], [4.839, 4.104, -2.486], [3.519, 6.312, -0.811], [5.389, 4.066, 0.117], [4.645, 5.289, 1.147], [5.866, 5.762, -0.043], [0.371, 4.548, 1.071], [2.664, 6.592, 1.248], [1.151, 6.696, 2.150], [1.138, 6.823, 0.390], [3.022, 4.423, 2.608], [1.928, 3.059, 2.388], [1.400, 4.467, 3.314], [1.588, 4.259, -3.072], [0.096, 6.332, -1.401], [0.368, 6.358, -3.142], [1.725, 6.615, -2.041], [-0.884, 3.986, -1.272], [-0.178, 2.714, -2.242], [-0.914, 4.116, -3.046], [-2.649, -5.407, 0.253], [-2.087, -4.591, 1.425], [-2.117, -5.473, 2.684], [-0.607, -4.299, 1.123], [-2.893, -3.262, 1.665], [-2.080, -2.287, 2.327], [-4.138, -3.427, 2.568], [-5.345, -4.278, 2.134], [-6.194, -3.702, 1.023], [-6.777, -2.443, 1.151], [-7.530, -1.890, 0.127], [-7.716, -2.609, -1.043], [-8.648, -1.918, -2.338], [-7.172, -3.872, -1.189], [-6.418, -4.409, -0.154], [-3.313, -2.523, 0.382], [-2.198, -2.102, -0.451], [-1.280, -1.169, -0.174], [-0.378, -1.150, -1.137], [-0.813, -2.101, -2.009], [-1.915, -2.709, -1.632], [-2.106, -6.355, 0.190], [-2.521, -4.889, -0.697], [-3.709, -5.643, 0.379], [-1.438, -6.316, 2.543], [-3.111, -5.877, 2.888], [-1.776, -4.930, 3.573], [-0.084, -5.249, 0.980], [-0.114, -3.766, 1.937], [-0.467, -3.717, 0.211], [-1.721, -2.654, 3.142], [-4.478, -2.409, 2.770], [-3.789, -3.819, 3.524], [-5.979, -4.387, 3.018], [-5.029, -5.283, 1.859], [-6.641, -1.875, 2.066], [-7.968, -0.905, 0.231], [-7.331, -4.427, -2.105], [-5.989, -5.399, -0.274], [-3.842, -1.625, 0.700], [-3.972, -3.122, -0.236], [-1.309, -0.532, 0.707], [-0.288, -2.340, -2.922], [1.503, 0.678, -3.085], [1.974, -0.072, -3.722], [1.946, 1.654, -3.299], [0.435, 0.724, -3.312]],
  "spin_multiplicity": 1,
  "orbital_gap_ha": 0.2256,
  "charge": -1
}


{
  "formula": "C33H52N5P2PbS2",
  "method": "ωB97M-V/def2-TZVPD",
  "symbols": ["Pb", "C", "C", "C", "P", "C", "C", "C", "C", "C", "C", "C", "C", "C", "N", "C", "C", "C", "C", "C", "C", "P", "C", "C", "C", "C", "C", "C", "H", "H", "H", "H", "H", "H", "H", "H", "H", "H", "H", "H", "H", "H", "H", "H", "H", "H", "H", "H", "H", "H", "H", "H", "H", "H", "H", "H", "H", "H", "H", "H", "H", "H", "H", "H", "C", "C", "S", "C", "C", "S", "H", "H", "H", "H", "H", "H", "C", "C", "C", "C", "N", "C", "N", "N", "N", "H", "H", "H", "H", "H", "H", "H", "H", "H", "H"],
  "xyz": [[0.031, 0.137, -0.485], [0.156, 1.339, 4.737], [0.403, 0.271, 3.674], [1.848, 0.342, 3.197], [-0.718, 0.406, 2.176], [-2.211, -0.567, 2.745], [-3.355, -0.542, 1.732], [-2.730, -0.328, 4.162], [-0.947, 2.198, 1.991], [-1.883, 2.903, 2.746], [-1.831, 4.278, 2.857], [-0.781, 4.961, 2.250], [0.103, 4.301, 1.424], [-0.015, 2.917, 1.175], [0.743, 2.252, 0.237], [1.279, 2.832, -0.908], [0.795, 4.004, -1.514], [1.293, 4.442, -2.724], [2.268, 3.716, -3.401], [2.741, 2.541, -2.847], [2.282, 2.102, -1.609], [2.839, 0.566, -0.819], [4.410, 1.090, 0.073], [4.093, 1.753, 1.411], [5.270, 2.032, -0.770], [3.446, -0.739, -2.030], [2.455, -0.976, -3.168], [4.871, -0.659, -2.576], [0.793, 1.135, 5.600], [-0.877, 1.368, 5.079], [0.416, 2.326, 4.355], [0.202, -0.722, 4.087], [2.010, 1.306, 2.713], [2.071, -0.455, 2.485], [2.537, 0.266, 4.040], [-1.768, -1.572, 2.728], [-3.760, 0.462, 1.614], [-4.161, -1.194, 2.076], [-3.025, -0.889, 0.753], [-3.155, 0.667, 4.282], [-1.959, -0.479, 4.915], [-3.529, -1.045, 4.362], [-2.654, 2.361, 3.277], [-2.559, 4.806, 3.458], [-0.662, 6.025, 2.409], [0.907, 4.847, 0.950], [-0.031, 4.534, -1.063], [0.907, 5.357, -3.155], [2.645, 4.059, -4.355], [3.483, 1.963, -3.384], [4.948, 0.156, 0.261], [3.326, 2.522, 1.297], [4.991, 2.229, 1.808], [3.753, 1.019, 2.134], [4.777, 2.996, -0.891], [5.501, 1.641, -1.756], [6.214, 2.195, -0.248], [3.413, -1.615, -1.370], [2.267, -0.064, -3.732], [1.502, -1.350, -2.798], [2.860, -1.718, -3.858], [4.988, 0.138, -3.311], [5.093, -1.600, -3.084], [5.611, -0.537, -1.787], [-2.727, 0.084, -4.637], [-2.133, 0.666, -3.383], [-0.461, 0.777, -3.281], [-2.983, 1.074, -2.335], [-4.472, 0.992, -2.525], [-2.402, 1.590, -0.845], [-1.946, -0.177, -5.344], [-3.397, 0.802, -5.114], [-3.319, -0.807, -4.407], [-4.790, 1.608, -3.368], [-4.994, 1.326, -1.634], [-4.772, -0.038, -2.740], [-3.507, -4.955, -0.784], [-2.597, -6.051, -0.232], [-2.641, -6.094, 1.295], [-1.155, -5.917, -0.767], [-0.557, -4.621, -0.482], [-0.588, -3.498, -1.209], [-0.032, -2.541, -0.501], [0.336, -3.100, 0.672], [0.026, -4.338, 0.692], [-4.541, -5.154, -0.504], [-3.460, -4.906, -1.875], [-3.246, -3.974, -0.378], [-2.953, -7.011, -0.613], [-2.229, -5.185, 1.731], [-2.069, -6.940, 1.678], [-3.671, -6.195, 1.637], [-1.151, -6.042, -1.848], [-0.515, -6.677, -0.322], [-0.985, -3.407, -2.206]],
  "spin_multiplicity": 1,
  "orbital_gap_ha": [0.1840, 0.1609],
  "charge": 1
}